# 1
Density functional theory data (ωB97M-V/def2-TZVPD) for one molecule with the formula C10H16N2S at a distorted geometry.

Computed properties:
- Total charge: 0
- E_HOMO: -0.31413 Eh
- Energy: -24445.4227 eV
- SMILES: CNC[C@H]1CCc2sc(C)nc2C1
- Relative energy (zero: lowest compared OMol25 entry of this formula, charge and spin): 0.0000 eV
- Maximum force: 1.09 eV/A

Each line ends with the natural charge from an NBO analysis.
Atoms and positions in Å:
H (-0.4652, 2.9316, -0.6016)  0.2201
C (2.4352, 0.0517, -0.3446)  -0.2185
C (1.1741, 2.0787, 0.5150)  -0.3803
H (1.9709, 2.7853, 0.1730)  0.2117
H (3.2411, -1.9876, -1.8756)  0.1641
H (2.5739, 0.8559, 1.5976)  0.2226
H (3.1017, 0.8004, -0.8278)  0.1872
H (-3.9662, -2.1148, -0.9954)  0.2274
H (1.6941, -0.2494, -1.1022)  0.1638
C (-0.8701, 0.8732, -0.2051)  -0.2253
C (-3.8421, -1.6714, 0.0197)  -0.6555
H (4.5372, -2.5233, -0.7457)  0.2021
H (-3.7313, -2.4715, 0.7567)  0.2428
S (-2.4210, 0.6070, -0.9123)  0.3868
N (-1.6006, -1.0590, 0.8424)  -0.4441
C (1.7528, 0.7117, 0.8713)  -0.2230
H (0.9718, -1.2245, 1.5864)  0.2179
H (4.6499, -0.9700, -1.5365)  0.1886
H (0.4583, 0.1368, 2.5341)  0.2233
H (0.7379, 2.5025, 1.3973)  0.2062
H (0.5084, 1.8359, -1.5551)  0.2127
N (3.2926, -1.0470, 0.0574)  -0.6198
C (3.9493, -1.6822, -1.0880)  -0.4109
H (2.7462, -1.7527, 0.5337)  0.3476
C (0.6629, -0.1772, 1.4919)  -0.4263
C (0.0664, 2.0010, -0.5599)  -0.4317
H (-4.7523, -1.0735, 0.2457)  0.2276
C (-2.6077, -0.8140, 0.0665)  0.0712
C (-0.6183, -0.1135, 0.6853)  0.1114

***

# 2
Density functional theory data (ωB97M-V/def2-TZVPD) for an isolated ion of composition C10H16N5 and charge +1 at a distorted geometry.

Computed properties:
- Total charge: +1
- E_HOMO (alpha / beta): -0.44656 / -0.44656 Eh
- Energy: -18067.4665 eV
- SMILES: C=C(NC)N(C)C1=C=NC=NC1=[N+](C)C
- Relative energy (zero: lowest compared OMol25 entry of this formula, charge and spin): 5.6478 eV
- Maximum force: 5.39 eV/A

Each line ends with the natural charge from an NBO analysis.
Atoms and positions in Å:
H (-0.3123, 2.0714, 1.3398)  0.2041
H (3.5730, 2.1424, 0.2610)  0.2094
C (-0.0283, -2.0073, 0.0899)  0.5297
N (2.1394, 0.8548, -0.2048)  -0.3576
H (-2.7616, -1.3756, 1.2995)  0.4076
H (1.7045, 2.8347, -0.4285)  0.2152
H (2.0825, 1.9237, -1.9160)  0.2106
C (-0.4106, 1.0624, 1.6366)  -0.3868
H (-3.5441, -1.5470, -1.4945)  0.2203
C (-2.6147, 1.1227, -0.5515)  -0.3725
C (-2.0381, 0.0617, 0.0228)  0.2931
C (2.1139, -2.6594, 0.0255)  0.2867
C (0.2359, -0.6790, 0.1022)  -0.0122
N (-0.6552, 0.3547, 0.3766)  -0.4534
N (-2.5381, -1.2256, 0.3299)  -0.5766
H (2.8871, -3.5111, 0.0646)  0.2357
H (-4.5494, -1.3600, -0.2985)  0.2032
C (1.7033, -0.3777, -0.0642)  0.4680
H (-1.2153, 1.0294, 2.2366)  0.2093
N (2.5201, -1.3944, 0.0677)  -0.4666
N (0.8498, -2.9418, -0.0133)  -0.3992
C (-3.6314, -1.7140, -0.4951)  -0.4291
C (1.6002, 1.9853, -1.0372)  -0.3744
C (3.5615, 1.1462, 0.0112)  -0.3789
H (3.9957, 0.7655, -0.9416)  0.2143
H (-3.8350, -2.8284, -0.5326)  0.2266
H (-2.0837, 2.0248, -0.8918)  0.2297
H (0.4293, 0.7173, 2.1167)  0.2080
H (0.6076, 1.7573, -1.1585)  0.2149
H (3.8710, 0.6444, 0.7895)  0.2106
H (-3.6570, 1.1226, -0.7420)  0.2104

***

# 3
Density functional theory data (ωB97M-V/def2-TZVPD) for an isolated ion of composition C10H16NOS and charge +1 at a distorted geometry.

Computed properties:
- Total charge: +1
- E_HOMO: -0.45821 Eh
- Energy: -24994.2073 eV
- SMILES: C[C@@](S)(c1ccccc1)[C@H]([NH3+])CO
- Relative energy (zero: lowest compared OMol25 entry of this formula, charge and spin): 0.0000 eV
- Maximum force: 4.44 eV/A

Each line ends with the natural charge from an NBO analysis.
Atoms and positions in Å:
H (2.1187, -1.6235, -0.3285)  0.4232
C (-3.7358, 0.6281, -0.5500)  -0.1997
H (1.2664, 1.9314, -1.7512)  0.1912
H (2.9193, -0.9721, -1.6645)  0.4545
H (3.0936, -0.1098, -0.1076)  0.4796
C (-1.6874, 0.6847, 0.7894)  -0.2133
H (0.6954, -3.0528, 1.0984)  0.1318
H (-3.0909, 2.1672, 1.0144)  0.2314
C (0.6692, -0.5551, 1.9182)  -0.6415
C (0.1272, -0.9190, 0.4278)  -0.0858
C (1.0160, 1.3905, -0.7556)  -0.0833
H (-0.1873, -0.4118, 2.5944)  0.2523
H (-1.0937, 1.2716, 1.4656)  0.2162
C (1.0472, -0.2102, -0.8064)  -0.1017
H (-1.7101, -2.0910, -1.3005)  0.2335
H (-4.7720, 0.9848, -0.6206)  0.2384
S (0.4904, -2.6551, -0.0553)  0.0557
H (-3.9403, -0.9588, -1.8858)  0.2324
H (1.3495, -1.2802, 2.2418)  0.2169
C (-2.0729, -1.1090, -0.8118)  -0.1989
H (2.1094, 2.7320, 0.2146)  0.5032
C (-3.2848, -0.4924, -1.1712)  -0.1952
N (2.3974, -0.7110, -0.7948)  -0.7720
C (-2.9458, 1.2597, 0.4237)  -0.1858
H (0.5210, -0.4678, -1.7276)  0.2456
O (2.0374, 1.7769, 0.1596)  -0.7621
H (1.1642, 0.4167, 1.9174)  0.2447
C (-1.2616, -0.5117, 0.1513)  -0.1282
H (0.0470, 1.8159, -0.5087)  0.2170

***

# 4
Density functional theory data (ωB97M-V/def2-TZVPD) for a 2-piece molecular cluster, C10H16O overall at a distorted geometry.

Computed properties:
- Total charge: 0
- E_HOMO: -0.30365 Eh
- Energy: -12675.7858 eV
- SMILES: Cc1ccc(O)cc1.CCC
- Relative energy (zero: lowest compared OMol25 entry of this formula, charge and spin): 1.9391 eV
- Maximum force: 2.87 eV/A

Each line ends with the natural charge from an NBO analysis.
Atoms and positions in Å:
C (-1.5890, -1.9285, -2.1923)  -0.3913
C (2.5199, 0.7258, 0.8116)  0.2907
H (0.4655, -1.4550, -1.5212)  0.2114
C (2.0174, 0.8303, 2.1055)  -0.2580
C (-0.0682, -2.3517, -1.8441)  -0.6218
H (2.1055, 1.4112, -1.2707)  0.2152
H (-1.4792, -0.8216, -2.2944)  0.1981
H (0.1053, -3.1116, -1.0972)  0.2009
H (2.5959, 0.3972, 2.9522)  0.2244
C (0.0231, 1.9020, 1.2974)  -0.0486
H (-1.8268, -2.3064, -0.0972)  0.2028
C (0.7109, 1.2465, 2.3375)  -0.1860
H (-1.1828, 3.1276, 2.6238)  0.2151
H (-0.0766, 2.2328, -0.7806)  0.2100
O (3.7438, 0.1650, 0.7338)  -0.6717
C (-2.4554, -2.4057, -0.9889)  -0.6090
H (0.1198, 1.1037, 3.2314)  0.2146
H (-3.3747, -1.8677, -0.7941)  0.2053
C (0.5839, 1.9016, 0.0048)  -0.1971
H (-2.1436, 2.1981, 1.5735)  0.2177
C (1.7549, 1.2384, -0.2523)  -0.2916
H (4.2168, 0.3095, -0.0900)  0.4857
C (-1.2121, 2.6764, 1.6040)  -0.6391
H (-1.8277, -2.4165, -3.1276)  0.1966
H (-1.4436, 3.5358, 0.9391)  0.2188
H (-2.5953, -3.4493, -1.1654)  0.2036
H (0.3123, -2.8880, -2.6987)  0.2032

***

# 5
Density functional theory data (ωB97M-V/def2-TZVPD) for a 2-piece molecular cluster, C10H16O overall at a distorted geometry.

Computed properties:
- Total charge: 0
- E_HOMO: -0.30957 Eh
- Energy: -12676.3545 eV
- SMILES: CCc1ccc(O)cc1.CC
- Relative energy (zero: lowest compared OMol25 entry of this formula, charge and spin): 1.3704 eV
- Maximum force: 1.84 eV/A

Each line ends with the natural charge from an NBO analysis.
Atoms and positions in Å:
O (0.3027, 1.3442, 2.3169)  -0.6722
H (2.8052, -2.5035, -1.7992)  0.2113
H (1.1983, -3.0154, -1.8091)  0.2087
H (-2.6765, 3.3336, 0.9720)  0.2062
H (-3.9498, 1.8381, 2.5669)  0.2052
H (-2.0012, 1.9449, 0.1360)  0.2072
C (0.6672, 0.4303, 1.3691)  0.2842
H (-0.6772, -1.8343, -0.7211)  0.2103
H (-1.2537, -0.4905, 1.1870)  0.2139
C (2.3377, -0.4175, -0.1343)  -0.1803
C (1.8051, -2.1114, -1.9327)  -0.4242
C (-3.4884, 1.3458, 1.7046)  -0.6068
H (0.6985, -1.9212, -3.8242)  0.2092
H (2.8338, 0.6584, 1.6187)  0.2096
H (-3.0482, 0.4104, 2.0357)  0.1994
H (2.3865, -1.6177, -4.0103)  0.2120
C (2.0094, 0.2959, 1.0128)  -0.2899
H (3.3836, -0.4840, -0.4105)  0.2076
H (-4.3722, 1.1559, 1.0833)  0.1986
H (-1.6768, 2.3787, 1.8083)  0.2252
H (1.0914, 1.7445, 2.7060)  0.4816
C (-0.2786, -0.3583, 0.7324)  -0.2296
C (1.4041, -1.2197, -0.7741)  -0.0510
H (1.3008, -0.4522, -3.3034)  0.2153
C (0.1039, -1.2217, -0.2937)  -0.1982
C (-2.4736, 2.2665, 1.0644)  -0.6353
C (1.5680, -1.5000, -3.3013)  -0.6180

***

# 6
Density functional theory data (ωB97M-V/def2-TZVPD) for a 2-piece molecular cluster, C10H16O overall at a distorted geometry.

Computed properties:
- Total charge: 0
- E_HOMO: -0.30560 Eh
- Energy: -12674.6645 eV
- SMILES: Cc1ccc(O)cc1.CCC
- Relative energy (zero: lowest compared OMol25 entry of this formula, charge and spin): 3.0604 eV
- Maximum force: 6.88 eV/A

Each line ends with the natural charge from an NBO analysis.
Atoms and positions in Å:
O (1.3891, 3.1089, -1.2263)  -0.6650
C (-1.5619, 0.9468, -1.2789)  -0.1892
C (0.2422, 1.9440, 0.5515)  -0.2994
C (-3.0386, 0.2238, 0.5454)  -0.6074
H (0.3541, -2.4810, -1.4924)  0.2011
H (1.9932, -2.5714, 1.8028)  0.2021
C (0.4709, 2.2830, -0.7493)  0.3074
C (1.1764, -2.5954, -0.6967)  -0.6051
C (2.0713, -1.6485, 1.2818)  -0.6091
H (-0.1534, -1.4089, 0.6292)  0.1965
H (2.2022, -2.3408, -1.0838)  0.1929
H (1.2527, -3.5552, -0.3233)  0.2012
H (-0.9642, 1.1526, 2.0367)  0.2105
H (-3.7253, 0.6589, 1.1047)  0.2165
H (-2.2110, 0.5427, -2.0517)  0.2135
H (-2.6520, -0.5212, 1.2909)  0.2099
H (-3.6054, -0.3310, -0.3427)  0.2025
H (2.1628, 3.3023, -0.6018)  0.4872
C (-0.8242, 1.2181, 0.9356)  -0.1744
C (-0.3256, 1.5593, -1.7188)  -0.2566
C (0.8950, -1.3998, 0.2695)  -0.3875
H (-0.1298, 1.5127, -2.7807)  0.2187
C (-1.7485, 0.7470, 0.0719)  -0.0701
H (0.8109, 2.4590, 1.2040)  0.2004
H (2.9670, -1.5116, 0.7106)  0.2018
H (1.0366, -0.4324, -0.1690)  0.2063
H (1.9155, -0.8617, 2.0806)  0.1955